[1]
Molecular formula: C18H28N4O4RbSTa
Method: DFT, ωB97M-V/def2-TZVPD

The orbital gap is 5.60 eV. The net charge is +2. The value obtained for the molar mass is 662.93 g mol⁻¹. The largest force on an atom comes out at 7.61 eV Å⁻¹. The multiplicity is 1.

Atoms and positions in Å:
N1 1.12 -1.02 1.13
C1 2.06 -1.28 1.98
O1 2.08 -1.54 3.20
Rb1 -0.25 -0.69 3.30
Ta1 0.02 0.06 -0.04
N2 -1.78 -0.85 -0.22
N3 0.97 -0.02 -1.76
C2 -2.39 -2.23 -0.24
C3 2.06 -0.95 -2.24
C4 -3.87 -2.16 0.16
C5 -2.24 -2.82 -1.65
C6 -1.63 -3.08 0.76
C7 3.37 -0.53 -1.56
C8 2.21 -0.90 -3.77
C9 1.67 -2.36 -1.83
H1 -4.00 -1.66 1.13
H2 -4.27 -3.19 0.25
H3 -4.49 -1.65 -0.59
H4 -2.72 -2.19 -2.42
H5 -2.72 -3.82 -1.70
H6 -1.18 -2.94 -1.92
H7 -0.55 -3.08 0.56
H8 -1.99 -4.12 0.71
H9 -1.81 -2.73 1.79
H10 3.61 0.52 -1.76
H11 4.21 -1.14 -1.93
H12 3.29 -0.67 -0.47
H13 2.58 0.07 -4.13
H14 1.27 -1.12 -4.28
H15 2.95 -1.66 -4.08
H16 2.49 -3.06 -2.09
H17 0.77 -2.69 -2.36
H18 1.50 -2.43 -0.75
C10 -2.59 0.21 -0.92
H19 -2.00 1.13 -0.98
H20 -2.87 -0.09 -1.95
H21 -3.51 0.46 -0.36
C11 0.80 1.23 -2.56
H22 0.10 1.89 -2.05
H23 1.75 1.77 -2.68
H24 0.40 1.02 -3.57
O2 -3.20 3.25 2.96
S1 -2.23 3.99 2.26
O3 -2.62 4.88 1.24
N4 -1.37 2.72 1.36
C12 -0.12 2.62 1.62
O4 0.61 1.69 0.99
C13 0.41 3.53 2.66
C14 1.71 3.58 3.16
C15 2.00 4.49 4.17
C16 1.00 5.34 4.67
C17 -0.31 5.27 4.16
C18 -0.60 4.35 3.15
H25 2.47 2.91 2.76
H26 3.01 4.54 4.57
H27 1.24 6.05 5.47
H28 -1.10 5.93 4.55


[2]
Molecular formula: C18H28N4O5PdSSi
Method: DFT, ωB97M-V/def2-TZVPD

The orbital gap is 6.22 eV. The net charge is -2. The value obtained for the molar mass is 547.02 g mol⁻¹. As for the relative energy (zero: lowest compared OMol25 entry of this formula, charge and spin): 0.000 eV. The largest force on an atom comes out at 0.27 eV Å⁻¹. The multiplicity is 1.

Atoms and positions in Å:
Pd1 0.28 0.17 -0.60
C1 -4.75 0.39 -0.63
N1 -3.35 0.49 -0.92
C2 -3.07 0.28 -2.33
C3 -2.78 1.74 -0.44
C4 -2.69 1.78 1.06
C5 -3.49 2.65 1.80
C6 -3.43 2.70 3.18
C7 -2.55 1.86 3.85
C8 -1.74 0.99 3.13
C9 -1.79 0.94 1.74
H1 -5.35 1.16 -1.16
H2 -4.93 0.49 0.44
H3 -5.13 -0.59 -0.95
H4 -3.57 1.04 -2.96
H5 -3.42 -0.71 -2.63
H6 -1.99 0.32 -2.52
H7 -3.39 2.60 -0.80
H8 -1.78 1.84 -0.88
H9 -4.18 3.30 1.26
H10 -4.06 3.39 3.73
H11 -2.48 1.89 4.93
H12 -1.04 0.34 3.64
C10 3.85 -0.61 0.17
N2 4.79 0.49 0.04
C11 5.72 0.81 1.09
C12 6.04 2.28 0.79
O1 6.91 2.91 1.38
N3 5.24 2.71 -0.22
C13 4.48 1.67 -0.58
N4 3.51 1.74 -1.47
H13 4.40 -1.51 0.45
H14 3.35 -0.80 -0.78
H15 3.07 -0.41 0.91
H16 6.62 0.20 1.07
H17 5.26 0.73 2.09
H18 3.32 2.65 -1.86
H19 2.92 0.95 -1.76
C14 1.56 -3.24 -0.11
Si1 -0.21 -2.80 0.30
C15 -1.26 -2.99 -1.24
C16 -0.83 -4.06 1.58
C17 -0.37 -1.09 0.88
C18 -0.91 0.05 1.01
H20 1.65 -4.30 -0.36
H21 2.23 -3.03 0.73
H22 1.88 -2.64 -0.96
H23 -1.28 -4.03 -1.59
H24 -0.87 -2.35 -2.03
H25 -2.29 -2.67 -1.04
H26 -0.76 -5.08 1.19
H27 -1.87 -3.86 1.84
H28 -0.23 -4.01 2.50
O2 0.32 1.65 -2.31
S1 0.94 0.65 -3.26
O3 1.85 1.31 -4.19
O4 1.75 -0.25 -2.31
O5 -0.09 -0.15 -3.92


[3]
Molecular formula: C18H28N6O4
Method: DFT, ωB97M-V/def2-TZVPD

The orbital gap is 9.01 eV. The value obtained for the molar mass is 392.46 g mol⁻¹. As for the SMILES: Cn1c(=O)c2c(nc(CN3CCOCC3)n2CCN2CCOCC2)n(C)c1=O. As for the relative energy (zero: lowest compared OMol25 entry of this formula, charge and spin): 1.747 eV. The largest force on an atom comes out at 1.41 eV Å⁻¹. The multiplicity is 1.

Atoms and positions in Å:
C1 3.64 3.49 2.47
N1 3.29 2.73 1.28
C2 1.94 2.37 1.12
O1 1.09 2.68 1.94
C3 1.75 1.63 -0.08
C4 2.79 1.33 -0.95
N2 2.34 0.63 -2.02
C5 1.04 0.50 -1.82
C6 0.12 -0.20 -2.75
N3 -0.52 -1.32 -2.08
C7 -1.71 -1.80 -2.76
C8 -2.35 -2.88 -1.90
O2 -1.47 -3.96 -1.70
C9 -0.28 -3.53 -1.09
C10 0.41 -2.43 -1.90
N4 0.63 1.09 -0.67
C11 -0.69 1.11 -0.09
C12 -0.81 0.05 1.01
N5 -2.20 -0.21 1.33
C13 -2.36 -1.43 2.11
C14 -3.85 -1.71 2.31
O3 -4.48 -0.65 2.98
C15 -4.32 0.55 2.26
C16 -2.84 0.88 2.04
N6 4.07 1.72 -0.71
C17 5.13 1.39 -1.63
C18 4.35 2.44 0.44
O4 5.47 2.82 0.70
H1 2.73 3.65 3.04
H2 4.37 2.95 3.05
H3 4.07 4.45 2.17
H4 -0.66 0.50 -3.07
H5 0.70 -0.50 -3.64
H6 -2.41 -0.97 -2.88
H7 -1.47 -2.21 -3.76
H8 -3.23 -3.30 -2.40
H9 -2.64 -2.45 -0.94
H10 0.36 -4.40 -1.00
H11 -0.51 -3.15 -0.08
H12 1.29 -2.07 -1.36
H13 0.73 -2.84 -2.87
H14 -1.42 0.90 -0.87
H15 -0.85 2.11 0.32
H16 -0.37 -0.87 0.64
H17 -0.24 0.38 1.90
H18 -1.91 -2.26 1.56
H19 -1.87 -1.35 3.09
H20 -3.99 -2.59 2.93
H21 -4.32 -1.87 1.33
H22 -4.80 1.33 2.85
H23 -4.81 0.47 1.28
H24 -2.76 1.80 1.45
H25 -2.35 1.06 3.02
H26 6.05 1.85 -1.27
H27 4.87 1.77 -2.62
H28 5.25 0.31 -1.69


[4]
Molecular formula: C18H28N8O5ReS3
Method: DFT, ωB97M-V/def2-TZVPD

The orbital gap (alpha / beta) is 6.20 / 3.90 eV. The net charge is +4. The value obtained for the molar mass is 718.88 g mol⁻¹. Its expectation value of S² is 3.796. The largest force on an atom comes out at 2.31 eV Å⁻¹. The multiplicity is 4.

Atoms and positions in Å:
Re1 -0.36 0.22 -0.15
N1 1.04 1.22 3.00
C1 0.34 0.09 2.96
N2 -0.13 -0.49 1.85
C2 -0.77 -1.68 2.16
C3 -0.82 -1.98 3.50
S1 -0.04 -0.80 4.43
C4 -1.25 -2.41 1.03
C5 -1.82 -3.66 0.97
S2 -2.14 -4.13 -0.64
C6 -1.48 -2.59 -1.20
N3 -1.05 -1.80 -0.21
N4 -1.44 -2.31 -2.49
H1 1.28 1.75 2.17
H2 1.36 1.58 3.89
H3 -1.29 -2.84 3.95
H4 -2.06 -4.31 1.79
H5 -1.81 -2.95 -3.18
H6 -1.09 -1.42 -2.82
C7 -3.29 2.99 -0.24
N5 -2.43 3.57 -1.25
C8 -2.82 4.81 -1.88
C9 -1.30 2.98 -1.54
C10 -0.36 3.49 -2.57
O1 -1.00 1.88 -0.93
H7 -4.20 3.57 -0.15
H8 -2.79 2.98 0.73
H9 -3.57 1.97 -0.51
H10 -3.80 5.12 -1.52
H11 -2.89 4.70 -2.97
H12 -2.11 5.61 -1.66
H13 -0.26 4.57 -2.55
H14 -0.71 3.22 -3.57
H15 0.63 3.05 -2.43
C11 6.05 4.58 -0.98
C12 6.15 3.52 -2.02
S3 4.44 2.88 -2.39
O2 3.81 2.40 -1.17
O3 3.66 3.83 -3.11
C13 4.61 1.43 -3.56
C14 4.48 0.04 -2.94
N6 3.52 -0.04 -1.86
C15 2.18 -0.05 -1.94
N7 1.63 -0.16 -0.71
C16 2.67 -0.22 0.17
C17 3.84 -0.12 -0.52
N8 5.15 0.17 0.04
O4 5.27 -0.09 1.20
O5 5.93 0.71 -0.70
C18 1.42 0.07 -3.20
H16 7.08 4.86 -0.69
H17 5.57 4.22 -0.07
H18 5.58 5.49 -1.34
H19 6.68 2.63 -1.69
H20 6.50 3.89 -2.98
H21 5.58 1.53 -4.04
H22 3.85 1.64 -4.30
H23 5.44 -0.28 -2.54
H24 4.18 -0.66 -3.72
H25 2.56 -0.36 1.23
H26 1.58 -0.80 -3.84
H27 1.75 0.94 -3.77
H28 0.36 0.17 -2.99


[5]
Molecular formula: C18H28O4S2
Method: DFT, ωB97M-V/def2-TZVPD

The orbital gap is 8.72 eV. The value obtained for the molar mass is 372.55 g mol⁻¹. As for the relative energy (zero: lowest compared OMol25 entry of this formula, charge and spin): 14.272 eV. The largest force on an atom comes out at 11.79 eV Å⁻¹. The multiplicity is 1.

Atoms and positions in Å:
C1 -4.69 -4.35 0.82
C2 -4.11 -3.19 -0.12
C3 -2.79 -3.41 -0.84
C4 -2.43 -2.38 -1.72
H1 -1.49 -2.70 -2.30
H2 -3.26 -2.23 -2.43
S1 -2.49 -0.89 -0.56
O1 -1.88 0.21 -1.82
C5 -0.98 -1.23 0.22
C6 0.12 -0.17 0.33
C7 -0.13 1.00 1.55
H3 -0.15 0.33 2.36
H4 0.75 1.36 1.44
S2 -1.65 1.82 1.60
O2 -2.71 0.71 1.11
C8 -1.58 2.71 0.16
C9 -0.23 3.44 0.06
C10 -0.35 4.59 -1.04
C11 -1.20 5.87 -0.93
H5 -2.36 5.44 -0.71
H6 -1.14 6.26 -0.01
H7 -1.37 6.60 -1.50
H8 0.68 5.19 -1.17
H9 -0.62 4.19 -1.88
H10 0.62 3.15 -0.39
H11 -0.07 4.14 0.95
H12 -1.57 1.88 -0.82
H13 -2.37 3.52 0.02
H14 -0.08 0.41 -0.48
O3 1.43 -0.75 0.43
C12 2.43 0.18 -0.07
O4 2.25 1.20 -0.44
C13 3.74 -0.61 0.00
C14 3.79 -2.12 0.34
C15 5.01 -2.68 0.34
C16 6.22 -1.72 -0.03
C17 6.10 -0.58 -0.61
C18 4.85 0.06 -0.15
H15 4.73 1.12 -0.69
H16 6.84 0.08 -0.66
H17 7.22 -2.49 0.08
H18 4.99 -3.58 0.87
H19 2.83 -2.57 0.70
H20 -1.36 -1.63 1.33
H21 -0.56 -2.07 -0.20
H22 -2.91 -4.46 -1.44
H23 -2.10 -3.84 -0.02
H24 -4.00 -2.44 0.55
H25 -4.99 -2.85 -0.97
H26 -5.82 -4.03 1.28
H27 -4.87 -5.18 0.08
H28 -3.99 -4.54 1.46


[6]
Molecular formula: C18H29BiN8S2
Method: DFT, ωB97M-V/def2-TZVPD

The orbital gap is 7.52 eV. The net charge is +2. The value obtained for the molar mass is 630.60 g mol⁻¹. The largest force on an atom comes out at 0.99 eV Å⁻¹. The multiplicity is 1.

Atoms and positions in Å:
Bi1 0.78 -1.48 0.41
C1 -2.99 -1.63 -4.78
C2 -1.89 -0.64 -4.40
N1 -0.75 -1.32 -3.78
C3 -0.66 -1.55 -2.47
S1 0.64 -2.62 -1.93
N2 -1.54 -1.02 -1.65
N3 -1.35 -1.25 -0.35
C4 -2.37 -1.32 0.45
C5 -3.73 -1.02 -0.09
C6 -2.12 -1.81 1.81
C7 -3.12 -2.00 2.75
C8 -2.82 -2.65 3.94
C9 -1.51 -3.04 4.19
C10 -0.55 -2.76 3.23
N4 -0.86 -2.19 2.07
H1 -3.84 -1.09 -5.20
H2 -3.32 -2.18 -3.89
H3 -2.64 -2.35 -5.52
H4 -2.27 0.09 -3.69
H5 -1.52 -0.12 -5.28
H6 -0.16 -1.87 -4.38
H7 -3.74 0.02 -0.42
H8 -4.53 -1.17 0.63
H9 -3.91 -1.63 -0.97
H10 -4.13 -1.67 2.55
H11 -3.60 -2.85 4.66
H12 -1.24 -3.56 5.10
H13 0.49 -3.00 3.40
S2 0.10 1.15 1.27
C11 0.14 1.37 2.95
N5 0.38 2.64 3.40
C12 0.41 2.95 4.72
C13 0.18 1.96 5.63
C14 -0.08 0.68 5.12
N6 -0.09 0.40 3.83
H14 0.53 3.36 2.71
H15 0.61 3.97 4.98
H16 0.20 2.16 6.69
H17 -0.30 -0.14 5.79
C15 2.52 2.86 -2.24
C16 3.41 1.69 -1.81
C17 3.78 0.83 -3.02
C18 4.67 2.20 -1.12
N7 2.75 0.83 -0.80
N8 1.49 0.29 -1.21
H18 3.10 3.57 -2.81
H19 2.12 3.38 -1.36
H20 1.69 2.53 -2.87
H21 4.42 1.40 -3.69
H22 2.91 0.51 -3.59
H23 4.34 -0.06 -2.70
H24 5.26 2.80 -1.82
H25 5.28 1.36 -0.78
H26 4.42 2.82 -0.26
H27 2.58 1.37 0.04
H28 1.65 -0.22 -2.07
H29 0.78 1.01 -1.39


[7]
Molecular formula: C18H29Br12NO2
Method: DFT, ωB97M-V/def2-TZVPD

The orbital gap is 9.33 eV. The value obtained for the molar mass is 1250.28 g mol⁻¹. As for the SMILES: O=[N+]([O-])c1ccccc1.BrCCBr.BrCCBr.BrCCBr.BrCCBr.BrCCBr.BrCCBr. As for the relative energy (zero: lowest compared OMol25 entry of this formula, charge and spin): 0.513 eV. The largest force on an atom comes out at 2.58 eV Å⁻¹. The multiplicity is 1.

Atoms and positions in Å:
O1 2.42 -0.12 -1.54
N1 1.31 0.06 -2.01
O2 1.00 -0.26 -3.13
C1 0.27 0.72 -1.16
C2 -1.00 1.14 -1.66
C3 -1.96 1.63 -0.77
C4 -1.67 1.79 0.59
C5 -0.36 1.63 1.06
C6 0.61 1.17 0.15
H1 -1.26 0.93 -2.69
H2 -3.01 1.77 -0.99
H3 -2.45 2.12 1.26
H4 -0.12 1.75 2.10
H5 1.59 0.91 0.53
Br1 2.21 -3.63 -5.43
C7 3.34 -3.18 -3.87
C8 4.54 -2.29 -4.20
Br2 5.67 -2.13 -2.48
H6 3.64 -4.09 -3.34
H7 2.74 -2.62 -3.15
H8 4.47 -1.23 -4.45
H9 5.21 -2.74 -4.92
Br3 -1.60 0.06 -5.33
C9 -1.22 -1.74 -4.55
C10 -2.59 -2.39 -4.43
Br4 -2.50 -3.54 -2.78
H10 -0.83 -1.60 -3.54
H11 -0.51 -2.37 -5.07
H12 -2.72 -2.89 -5.39
H13 -3.35 -1.63 -4.23
Br5 1.86 1.71 4.01
C11 2.44 3.51 3.29
C12 3.15 3.40 1.96
Br6 3.42 5.06 1.08
H14 3.17 3.88 4.01
H15 1.71 4.32 3.20
H16 2.56 2.86 1.23
H17 4.13 2.98 2.17
Br7 -4.60 1.47 3.04
C13 -4.49 1.12 4.97
C14 -3.44 2.09 5.43
Br8 -3.38 1.82 7.35
H18 -4.28 0.09 5.26
H19 -5.50 1.28 5.35
H20 -3.81 3.10 5.22
H21 -2.48 1.98 4.93
Br9 -4.09 -2.21 1.85
C15 -3.81 -1.16 0.33
C16 -5.00 -1.55 -0.57
Br10 -4.95 -0.34 -2.18
H22 -2.85 -1.50 -0.05
H23 -3.84 -0.10 0.57
H24 -5.96 -1.33 -0.11
H25 -4.96 -2.60 -0.85
Br11 3.10 -2.74 2.75
C17 3.58 -0.88 2.28
C18 4.67 -0.87 1.24
Br12 5.24 0.89 0.56
H26 3.97 -0.43 3.19
H27 2.71 -0.26 2.05
H28 4.26 -1.44 0.40
H29 5.59 -1.40 1.45


[8]
Molecular formula: C18H29ClI2NOsP2S
Method: DFT, ωB97M-V/def2-TZVPD

The orbital gap (alpha / beta) is 5.66 / 4.54 eV. The net charge is +3. The value obtained for the molar mass is 832.94 g mol⁻¹. Its expectation value of S² is 6.097. As for the relative energy (zero: lowest compared OMol25 entry of this formula, charge and spin): 3.913 eV. The largest force on an atom comes out at 3.01 eV Å⁻¹. The multiplicity is 5.

Atoms and positions in Å:
I1 1.29 -4.00 1.74
I2 3.34 -2.03 -0.61
Os1 -1.75 -0.82 -0.77
P1 -0.88 -3.07 -1.01
C1 0.73 -3.84 -0.66
C2 -1.97 -4.39 -0.38
H1 -1.39 -5.26 -0.66
H2 -0.46 -4.61 -2.68
H3 -2.95 -4.52 -0.84
H4 -1.83 -3.76 -3.26
H5 1.74 -3.38 0.23
H6 -2.04 -4.29 0.69
C3 -0.88 -3.61 -2.75
H7 0.74 -4.92 -0.91
H8 -0.22 -2.99 -3.32
H9 1.51 -3.25 -1.30
P2 -3.25 1.33 -0.91
C4 -2.75 2.97 -0.26
C5 -3.64 1.49 -2.68
H10 -5.26 -0.03 -0.54
H11 -5.33 1.69 -0.11
H12 -4.39 0.60 0.95
C6 -4.71 0.79 -0.07
H13 -4.25 0.67 -3.08
H14 -4.26 2.41 -2.66
H15 -3.44 3.74 -0.67
H16 -1.73 3.18 -0.62
H17 -2.67 1.66 -3.16
H18 -2.77 3.04 0.84
Cl1 -3.35 -1.77 -1.89
N1 -0.89 0.54 -0.02
S1 1.48 0.14 0.60
C7 2.30 1.38 -0.21
C8 3.69 1.26 -0.19
C9 4.53 2.11 -0.93
C10 3.96 3.13 -1.73
C11 2.54 3.24 -1.77
C12 1.74 2.37 -1.04
C13 1.76 0.51 2.28
C14 1.24 -0.39 3.21
C15 1.33 -0.08 4.58
C16 1.97 1.11 4.98
C17 2.60 1.94 4.05
C18 2.52 1.63 2.69
H19 -1.16 1.11 0.85
H20 4.22 0.41 0.23
H21 5.63 2.00 -0.95
H22 4.58 3.87 -2.31
H23 2.00 4.01 -2.37
H24 0.67 2.43 -1.10
H25 0.92 -1.38 2.86
H26 0.97 -0.83 5.30
H27 1.99 1.38 6.04
H28 3.19 2.82 4.31
H29 3.02 2.26 1.97